# 1
The following is a DFT calculation (the ωB97M-V functional and the def2-TZVPD basis) of a molecular structure, C55H42F3NO5PtSb2 in a non-equilibrium geometry.

The geometry in XYZ format:
```
109
Properties=species:S:1:pos:R:3:forces:R:3
Pt 0.20539 0.27105 0.20362 1.5216 0.9123 -0.1497
Sb 0.62198 -3.11470 0.84562 -0.3383 0.3809 -0.4990
Sb 1.12123 2.73422 -0.52812 -0.4617 0.1832 -0.3070
F -1.98601 7.54045 1.77763 -0.0115 0.0321 0.0134
F -0.17077 3.14042 -6.52322 -0.0001 0.0220 -0.0437
F 6.78076 4.85746 0.55976 0.0375 0.0253 0.0067
O -1.29702 0.97559 -0.98152 -0.5536 -0.4671 0.6983
O 1.79917 -0.36651 1.21706 0.2364 0.8689 -0.4615
O 1.58443 -2.19977 -5.65974 -0.0127 0.0926 -0.0104
O 3.02974 0.33414 2.94301 -0.0641 -0.0353 0.0248
O 1.10737 0.02132 -1.55046 0.3956 -0.5282 0.2834
N -0.35505 0.70493 2.13779 -0.3868 0.3352 -0.1860
C 1.33829 2.51684 -4.85534 -0.0039 0.0259 -0.0152
C -0.00485 4.31738 0.28859 -0.1826 -0.3961 0.2797
C 1.97774 0.23914 2.36988 -0.0165 -0.1264 0.2333
C -1.18569 -3.50154 -1.58731 -0.0481 -0.1169 -0.0334
C -1.17812 -6.27624 -1.60882 0.1548 -0.0172 0.0456
C -0.49804 -1.36961 -5.09063 -0.0117 0.0632 0.0303
C -0.43870 -4.20002 -0.64895 0.1432 -0.2292 0.4965
C 1.23820 -4.62837 2.20164 -0.0876 0.1527 -0.2298
C -1.32093 -0.75435 -4.20967 0.0108 -0.1992 -0.0324
C -3.00639 1.97199 4.37928 0.0385 0.0208 0.0060
C 0.86959 -1.56231 -4.75218 -0.0623 -0.0549 0.0005
C -3.38175 -2.15820 2.45852 -0.0115 0.0530 -0.0772
C 3.71860 3.05580 1.02388 -0.0707 0.0195 -0.0183
C 0.13107 3.08464 -5.23096 -0.0036 -0.0289 0.0469
C 2.58124 -4.85801 2.46806 -0.0333 -0.0728 0.0406
C 1.63762 2.43830 -3.50787 0.0007 0.0365 0.0379
C -1.62834 5.23451 1.80360 0.0037 0.0112 -0.0072
C -0.41002 -5.59215 -0.67309 -0.2336 0.0279 -0.1721
C -3.20638 0.26518 -2.11101 0.0114 0.2976 -0.1200
C 0.24335 -5.38809 2.81272 0.1949 -0.1621 0.0771
C -1.95238 -5.57655 -2.52248 -0.0331 -0.0306 -0.0535
C 2.98768 -2.38747 -5.44607 0.0716 -0.0652 0.0160
C -1.33815 6.48664 1.29287 0.0109 -0.0237 -0.0171
C 0.69084 0.75274 2.95172 -0.0739 -0.0060 0.0698
C 1.37469 -1.09604 -3.54438 0.0810 0.1571 0.0162
C -1.84526 -2.01735 4.29767 0.1148 0.0776 -0.0114
C -0.59032 1.61679 4.74843 -0.0435 0.0447 0.0226
C -3.94496 1.41831 2.23690 0.0113 0.0305 -0.0038
C -0.77742 3.58871 -4.31410 -0.0045 -0.0020 -0.0216
C 0.53910 -0.44275 -2.64545 -0.2049 0.1210 -0.1940
C 5.57768 4.35682 0.31385 -0.0426 -0.0365 -0.0138
C -1.95338 -4.18934 -2.51802 0.0185 0.1025 -0.0318
C 1.95194 -6.63459 3.96082 0.0292 -0.0198 0.0259
C 0.61059 -6.39840 3.69044 -0.1071 0.0349 -0.0125
C 0.74006 2.94191 -2.56557 0.0258 -0.2471 0.0452
C -0.85474 -0.28295 -2.94289 0.0344 0.0452 0.2615
C -0.39947 6.68507 0.29277 -0.0145 0.0200 0.0103
C -1.02184 -2.49886 2.07781 -0.1584 -0.3691 -0.0316
C 3.73062 4.10421 -1.16952 -0.1107 -0.0376 -0.0936
C 0.61921 1.20068 4.26998 0.0434 0.0173 -0.0151
C 3.10007 3.33396 -0.19541 0.0335 -0.6103 0.2704
C -4.09159 1.88917 3.55913 -0.0421 0.0229 0.0133
C -0.78952 -2.29527 3.43757 -0.0745 0.1750 -0.0007
C -1.59266 1.10045 2.59035 -0.0221 -0.3279 0.0585
C -1.71722 0.32433 -2.01710 0.2076 0.0417 -0.3849
C -0.47046 3.50569 -2.96780 0.0468 0.0095 0.0487
C -1.72889 1.56894 3.92024 0.0041 -0.0585 -0.0155
C -2.32461 -2.42094 1.59239 -0.0190 0.0488 0.1041
C -2.72526 1.03980 1.75423 0.0440 0.0075 0.0511
C 4.97090 3.57678 1.28577 0.0152 0.0235 -0.0195
C 0.27383 5.58756 -0.21220 0.1116 -0.0685 -0.0589
C -3.14365 -1.95543 3.80884 -0.0511 0.0321 0.0114
C -0.94955 4.14114 1.29107 0.0033 -0.0056 -0.0194
C 2.93500 -5.86858 3.35444 0.0502 0.0346 -0.0250
C 4.98285 4.63092 -0.90690 0.0197 0.0271 0.0256
H -1.69890 4.03506 -4.66152 -0.0051 -0.0051 -0.0132
H -2.36861 5.13023 2.58470 -0.0130 0.0033 0.0010
H -0.15516 -6.99845 4.16450 0.0157 -0.0149 0.0099
H 0.19444 -6.14615 0.03418 -0.0340 -0.0034 0.0415
H -2.54590 -6.11497 -3.24923 -0.0165 0.0025 0.0060
H -4.81771 1.35628 1.59998 0.0104 0.0031 -0.0155
H -2.34873 -0.59306 -4.49846 -0.0274 -0.0354 0.0498
H -1.17256 3.15561 1.67405 0.0177 0.1405 -0.0489
H 5.49993 5.24523 -1.63062 0.0112 0.0009 -0.0005
H -3.96803 -1.76008 4.48260 -0.0026 -0.0243 0.0052
H -0.80524 -5.20478 2.61117 -0.0001 0.0067 -0.0040
H 3.24141 2.43564 1.77232 0.0810 0.0468 -0.0090
H -1.16679 -2.41630 -1.59929 -0.0463 -0.0082 0.0076
H -3.55214 -0.34772 -1.27314 0.0193 -0.0252 -0.0064
H 2.23026 -7.41905 4.65169 0.0045 -0.0098 -0.0042
H -5.06821 2.18418 3.91749 -0.0037 0.0148 -0.0053
H 2.57142 1.98543 -3.19592 -0.0103 -0.0276 -0.0065
H 3.25659 4.30877 -2.12146 0.0172 -0.0020 -0.0096
H -0.20671 7.68393 -0.07294 -0.0067 0.0096 0.0004
H 5.47990 3.38843 2.22051 0.0085 -0.0145 0.0001
H 2.01671 2.15030 -5.61325 -0.0051 -0.0069 -0.0105
H -0.84447 -1.71684 -6.05324 0.0073 0.0040 -0.0080
H -3.58258 -0.16427 -3.03075 -0.0130 -0.0093 0.0007
H -3.62204 1.26430 -1.97314 -0.0025 -0.0003 0.0171
H 1.01148 5.73403 -0.99298 0.0053 0.0302 0.0026
H 3.35092 -4.25899 1.99758 0.0060 -0.0043 -0.0117
H 2.41085 -1.21868 -3.26717 -0.0060 -0.0423 0.0198
H 3.97933 -6.05416 3.56721 -0.0015 -0.0060 0.0151
H 3.15953 -3.06864 -4.61231 -0.0255 0.0138 0.0115
H 1.52385 1.20976 4.86104 0.0164 -0.0263 -0.0223
H -1.16581 -7.35830 -1.62362 -0.0132 0.0017 -0.0149
H -2.52996 -2.60459 0.54252 -0.0094 -0.0606 0.0187
H -0.68759 1.98669 5.76168 -0.0116 -0.0218 0.0109
H 0.21677 -2.37023 3.83927 -0.0133 -0.0732 0.0209
H 3.36748 -2.82564 -6.36229 -0.0173 -0.0095 0.0044
H -2.60813 0.70412 0.73847 -0.0353 -0.0629 -0.0286
H -1.65688 -1.87158 5.35450 0.0042 -0.0171 -0.0006
H 3.48147 -1.43276 -5.26289 -0.0177 0.0072 -0.0206
H -2.54676 -3.64574 -3.24337 0.0071 -0.0043 -0.0102
H -4.39539 -2.12592 2.07761 -0.0016 -0.0093 0.0028
H -3.09812 2.34951 5.38952 -0.0135 -0.0511 0.0251
H -1.17137 3.88985 -2.23612 -0.0092 -0.0012 -0.0054
```
Positions in Å, forces in eV/Å.

Total charge: +2
HOMO-LUMO gap (spin up / spin down): 4.184 / 4.195 eV
Energy relative to the best compared isomer or geometry (same formula, charge and spin): 0.0 kcal/mol
LUMO level (spin up / spin down): -8.07 / -8.06 eV

=====

# 2
The following is a DFT calculation (the ωB97M-V functional and the def2-TZVPD basis) of 2 unconnected molecules or ions with the total composition C4H11N2O in a non-equilibrium geometry.

The geometry in XYZ format:
```
18
Properties=species:S:1:pos:R:3:forces:R:3
O -1.37236 1.29563 1.92476 -1.1806 -0.5973 -0.6576
N 1.06191 -0.98067 -2.62764 0.6746 -0.8910 4.1860
N -0.45804 1.08009 0.96230 0.9088 0.6580 -0.2121
C 0.88621 -1.48838 -1.39921 -2.8458 -0.8675 -2.2027
C 1.20337 -1.05877 -0.07252 4.3619 -1.7555 -0.4065
C -1.03114 1.34715 -0.37314 -1.8504 0.2287 1.0455
C -1.15880 0.90671 3.13447 -0.5764 0.3291 0.5945
H -1.79375 2.16697 -0.31796 0.1593 -0.9474 0.0689
H 0.60682 -1.47451 -3.34787 -0.3495 -0.3959 -1.2225
H -2.02302 0.87885 3.87123 1.3043 0.4054 -1.3745
H -0.13231 0.66965 3.35175 0.1117 -0.3810 0.3532
H -1.53070 0.35870 -0.67746 0.5777 1.4989 -0.3298
H 1.19241 -1.82366 0.70945 -0.7854 -0.2366 -0.5326
H 0.16609 -2.35728 -1.36843 0.8475 0.7768 -0.7015
H 2.28595 -0.83313 -0.08965 -0.1849 0.7149 0.1398
H 0.69185 -0.22207 0.26259 -1.3353 2.1005 0.7726
H -0.33918 1.80015 -1.10526 0.2926 -0.8835 0.4915
H 1.74468 -0.26542 -2.83741 -0.1299 0.2436 -0.0121
```
Positions in Å, forces in eV/Å.

Total charge: +1
HOMO-LUMO gap (spin up / spin down): 6.132 / 6.874 eV
Energy relative to the best compared isomer or geometry (same formula, charge and spin): 165.1 kcal/mol
LUMO level (spin up / spin down): -5.00 / -4.97 eV

=====

# 3
The following is a DFT calculation (the ωB97M-V functional and the def2-TZVPD basis) of C7H9NS in the gas phase in a non-equilibrium geometry.

The geometry in XYZ format:
```
18
Properties=species:S:1:pos:R:3:forces:R:3
S -1.59805 1.84975 -2.42291 0.0806 -1.0698 0.5096
N -0.58950 0.16259 -0.88296 0.3286 1.7799 -0.2234
C 1.40459 0.72995 0.35176 0.6845 0.3338 -0.9577
C -1.22703 -0.59416 -1.82529 -0.1166 -3.0912 -0.9291
C 2.08009 0.72526 1.64836 0.8739 0.1920 -0.7066
C 0.34689 -0.29845 0.14887 0.3960 0.0310 0.2608
C -1.81794 0.15627 -2.78119 0.0184 0.0457 0.7544
C -0.71106 1.51296 -1.01267 0.3558 0.0386 0.5777
C -0.41008 -0.65475 1.42123 0.8493 -3.4296 1.0092
H -1.22498 -0.11020 1.83637 -0.3055 1.5822 -0.3919
H -1.19026 -1.78822 -1.80031 -0.0927 2.9971 0.0338
H 2.49078 1.72658 1.92016 -0.2790 -0.7716 -0.2509
H 1.53952 0.25229 2.46474 0.5577 0.1000 0.4235
H 0.31935 -0.82075 2.30730 -1.4377 -0.2051 -1.6461
H 3.00514 0.12209 1.30999 -1.0391 0.5548 0.6111
H -0.93268 -1.61346 1.20040 0.5014 0.1472 0.4527
H 0.97653 -1.16152 -0.34301 -1.0961 1.0957 1.2414
H -2.46132 -0.19624 -3.54085 -0.2794 -0.3307 -0.7685
```
Positions in Å, forces in eV/Å.

HOMO-LUMO gap (spin up / spin down): 7.866 / 7.865 eV
Energy relative to the best compared isomer or geometry (same formula, charge and spin): 123.2 kcal/mol
LUMO level (spin up / spin down): 0.23 / 0.23 eV

=====

# 4
The following is a DFT calculation (the ωB97M-V functional and the def2-TZVPD basis) of a molecular structure, C20H31N3O2S.

The geometry in XYZ format:
```
57
Properties=species:S:1:pos:R:3:forces:R:3
S 5.73468 -1.66632 3.97670 -0.0209 0.0071 -0.0032
O 1.88038 1.00696 2.88422 0.0027 -0.0018 0.0023
O -1.77346 0.19629 0.33162 0.0005 0.0005 0.0027
N 5.91814 -0.30196 3.08140 0.0136 -0.0059 0.0017
N 1.32948 -1.19346 2.83653 0.0044 -0.0349 0.1021
N -0.18196 -1.39733 0.29869 -0.0015 -0.0007 0.0011
C -0.79430 -1.27637 4.08140 -0.0103 -0.0559 -0.0156
C -3.20113 1.35893 -3.74498 0.0021 0.0004 0.0011
C -1.45441 3.16962 -3.77884 0.0043 -0.0003 -0.0013
C -2.61847 -0.97318 -2.81070 0.0039 -0.0036 0.0147
C 4.67358 1.44857 1.94671 -0.0294 0.0188 0.0142
C -2.25899 -0.85380 4.10827 0.0010 0.0001 -0.0023
C -2.18527 0.42467 -3.12049 -0.0014 -0.0004 -0.0057
C -1.72318 -0.70902 -3.99614 0.0056 0.0009 -0.0057
C 3.62208 -0.56278 3.21942 0.0221 0.0389 -0.0271
C 4.04325 -1.64790 3.93400 0.0078 -0.0159 0.0126
C -0.11198 -1.00401 2.74212 0.0132 0.0813 -0.0130
C -0.80463 -0.29713 -0.22292 -0.0030 -0.0019 0.0005
C -0.65669 -1.85275 1.59671 0.0031 0.0039 -0.0019
C 2.20585 -0.16357 2.97578 -0.0065 0.0074 -0.0735
C -0.46659 2.21545 -3.11104 -0.0034 0.0002 0.0002
C -0.21267 0.29632 -1.48843 0.0041 -0.0080 -0.0077
C -2.50065 2.41564 -4.59606 -0.0045 0.0016 -0.0002
C 4.74839 0.19310 2.75354 -0.0143 -0.0201 0.0109
C 1.05461 -1.93427 -0.24445 0.0048 -0.0101 -0.0034
C -1.19250 1.18215 -2.24575 -0.0035 -0.0017 0.0012
H -0.69932 -2.34019 4.33092 -0.0002 -0.0008 0.0009
H 1.34138 -2.80421 0.34193 -0.0020 0.0041 0.0042
H -0.26064 0.04440 2.48206 -0.0016 -0.0019 -0.0012
H 0.23939 2.78048 -2.49586 0.0014 -0.0006 0.0002
H -0.24079 -0.72573 4.84546 0.0015 -0.0018 0.0004
H 1.87799 -1.21719 -0.20185 0.0007 0.0025 -0.0012
H -3.65265 -1.23172 -2.99829 -0.0003 0.0037 -0.0065
H -0.36491 -2.89954 1.72536 -0.0016 0.0019 -0.0002
H -2.18770 -1.48130 -1.95839 -0.0015 -0.0005 0.0009
H 0.12059 1.69548 -3.87780 0.0007 0.0010 -0.0002
H -3.22929 3.11347 -5.01479 0.0004 -0.0009 -0.0017
H -1.77745 1.71891 -1.49197 0.0014 0.0006 -0.0001
H 3.44365 -2.38591 4.44537 0.0021 -0.0009 -0.0006
H -1.74265 -1.80204 1.59481 -0.0028 -0.0008 0.0024
H -3.77803 1.84478 -2.95009 0.0001 -0.0002 0.0004
H 4.24367 2.25342 2.54163 0.0089 -0.0027 0.0049
H 5.67174 1.72440 1.61604 0.0000 -0.0015 -0.0088
H -2.36346 0.18850 3.80354 -0.0002 -0.0006 -0.0005
H -2.15240 -0.77978 -4.98754 -0.0040 0.0011 0.0016
H -0.92138 3.88310 -4.41134 -0.0005 0.0009 0.0011
H -2.87364 -1.45428 3.43766 -0.0006 0.0001 0.0012
H -2.01033 1.92100 -5.44150 0.0009 0.0004 0.0001
H 4.01801 1.31993 1.08523 0.0138 -0.0101 -0.0096
H -1.95933 3.75333 -3.00127 -0.0002 -0.0009 0.0007
H 0.64710 0.89609 -1.16695 -0.0040 0.0058 0.0004
H -3.90900 0.78611 -4.34998 -0.0009 0.0004 0.0009
H 1.68602 -2.13044 2.92763 -0.0075 -0.0034 0.0010
H 0.92894 -2.26424 -1.27653 0.0007 0.0049 -0.0003
H -2.67112 -0.95675 5.11209 0.0005 -0.0001 0.0008
H 0.19695 -0.48154 -2.13365 0.0003 0.0004 0.0030
H -0.69489 -1.04242 -3.93922 -0.0003 -0.0001 0.0011
```
Positions in Å, forces in eV/Å.

HOMO-LUMO gap: 9.674 eV
Energy relative to the best compared isomer or geometry (same formula, charge and spin): 4.4 kcal/mol
LUMO level: 0.41 eV